No. 1
145
Properties=species:S:1:pos:R:3 method="wB97M-V/def2-TZVPD" homo_energy_ev=-4.33 total_energy_ev=-89196.2867 fmax_ev_per_a=2.050 total_charge=-1 orbital_gap_ev=5.33
H 1.30 -3.35 7.24
C 4.30 1.00 -2.44
H 5.15 0.43 -2.02
H -4.06 1.78 5.78
O 3.14 0.99 -1.65
C 0.01 -4.39 -0.30
C -7.99 0.97 -3.16
H -2.95 0.26 7.45
H -6.57 1.64 -1.66
H 7.39 -4.50 -0.86
H 7.09 -2.18 0.37
C -0.45 4.48 0.31
H 4.94 -3.60 -3.11
B 2.53 -0.34 -1.99
H 4.87 5.29 -7.98
O 6.53 5.77 -5.94
H -1.30 -3.75 4.87
H -0.99 -8.38 0.55
H -3.60 -0.83 0.48
H -1.87 0.50 6.08
C -7.09 -1.13 1.69
O 4.47 3.31 -3.62
C 7.56 -2.38 -0.59
C -2.37 1.00 6.91
H -8.79 -3.24 1.73
H -1.83 -4.99 0.74
H -9.99 -3.01 3.93
H -0.40 2.84 1.73
H 4.46 3.20 0.02
O -8.17 0.04 -0.06
H -0.44 -6.17 1.62
O -3.37 -0.29 -0.29
C -6.13 -1.05 -2.21
H 0.13 0.08 -3.11
H -5.96 -2.12 -2.13
C -0.64 -7.55 -0.06
O -9.44 -1.40 1.01
H -2.46 -4.74 4.00
H 8.25 7.09 -7.98
C 5.38 2.71 -0.30
C 0.15 -6.57 0.79
H 6.24 3.95 1.31
H 5.25 1.64 -0.12
H -8.52 0.24 -2.54
H 1.47 4.36 4.26
C 3.85 0.29 -3.78
H 4.10 6.88 -8.00
O -1.35 -0.57 0.56
H -7.06 -0.42 2.51
C -6.27 -0.70 -3.67
C 6.94 -3.60 -1.29
O 3.46 -1.30 -1.29
B 4.86 2.48 -2.56
C 2.03 3.81 2.29
H 1.00 -7.08 1.24
O -5.64 -1.28 -4.52
H 5.50 7.58 -6.04
H 1.13 5.59 3.03
H 5.81 6.70 -8.42
H -8.74 1.42 -3.81
C -8.26 -0.80 0.79
H 0.07 4.16 3.22
C 5.02 6.34 -7.76
C 6.55 3.17 0.60
C 4.90 -2.96 -2.22
H -1.50 4.34 0.04
C -2.33 1.83 3.69
H 7.24 8.14 -6.96
H 7.38 3.55 0.01
C -1.49 -4.36 -0.09
H -2.19 0.30 -2.36
H 5.40 -2.01 -2.42
H 2.18 -4.47 5.21
O -1.00 -6.83 3.89
H -0.01 -7.94 -0.86
H 0.81 -1.58 -1.08
H -1.49 -7.07 -0.53
H -5.28 -0.51 -1.79
H 1.16 -0.06 -0.32
H 2.75 -2.75 -2.62
C 1.11 4.52 3.24
C 7.79 6.21 -6.09
H -3.15 1.21 4.04
C 1.06 -0.54 -1.30
O 2.60 -0.31 -3.45
O 5.74 3.03 -1.65
H -6.18 -1.02 1.10
H -1.78 -3.34 0.15
H 3.19 -3.31 -1.01
O 8.70 5.59 -5.60
O 1.53 3.33 1.13
O 3.21 3.70 2.48
C 5.37 6.53 -6.30
C -0.08 0.19 -2.04
H -0.23 -4.23 7.08
H -1.60 -1.33 -2.34
H -0.38 5.30 1.03
H -8.08 2.57 -1.71
C -0.69 -5.82 4.46
C -9.81 -2.14 3.31
H 8.63 -2.54 -0.46
C -3.26 2.13 6.42
H 0.10 4.79 -0.58
C -9.61 -2.54 1.86
H -2.20 -5.02 5.74
H 8.93 7.93 -6.58
H 0.74 -3.58 4.80
H -0.06 1.27 -1.87
H 7.41 -1.49 -1.21
H 7.20 -3.55 -2.35
H -1.59 1.39 7.56
H -1.99 -4.67 -1.01
H -2.55 2.08 2.66
H -7.02 -0.83 -1.62
C 3.47 -2.59 -1.81
O -7.05 0.34 -4.03
H 4.49 -0.57 -4.05
C 8.05 7.42 -6.96
H -8.93 -1.62 3.70
C -1.71 -4.76 4.80
C -1.50 -0.37 -1.83
O -2.50 3.15 5.77
C -1.98 -0.42 -0.42
O -1.69 4.10 3.96
H 0.06 2.41 0.10
H -10.65 -1.45 3.40
H -6.84 2.78 -2.97
C 0.14 3.20 0.86
H -1.40 1.27 3.74
C 1.10 -4.43 5.38
H -7.10 -2.15 2.07
H 3.71 0.96 -4.64
H 6.89 2.32 1.19
H 5.23 3.56 -4.16
O 0.57 -3.45 -0.79
H -10.51 -3.04 1.50
H 4.57 6.15 -5.68
O 0.58 -5.66 4.88
C 0.84 -4.27 6.86
H 1.24 -5.12 7.41
H -3.73 2.61 7.28
C -7.34 2.05 -2.32
O 5.55 -3.65 -1.14
O 0.69 -5.51 0.00
C -2.17 3.12 4.47

---

No. 2
22
Properties=species:S:1:pos:R:3 method="wB97M-V/def2-TZVPD" homo_energy_ev=-13.39 total_energy_ev=-13730.9897 fmax_ev_per_a=3.805 total_charge=+1 orbital_gap_ev=10.75
H 5.01 0.58 1.17
H -2.13 1.00 -1.52
N -1.78 0.55 -0.69
H -0.47 -0.03 -0.81
N 4.10 0.56 0.79
H -4.02 0.83 -1.03
C -2.70 0.05 0.07
N 1.33 1.07 0.38
H -2.89 -1.24 1.60
N 0.48 -0.62 -0.85
H -1.30 -0.72 1.50
N 2.74 -0.70 -0.56
H 2.12 1.62 0.68
H 2.59 -1.60 -0.93
H 0.39 -1.23 -1.64
H 0.38 1.27 0.58
C 3.97 -0.46 0.04
C 1.55 -0.07 -0.39
N -4.02 0.35 -0.13
N -2.34 -0.43 1.30
H -4.71 -0.31 0.12
H 4.73 -1.26 0.03